No. 1
Density functional theory data (wB97M-V/def2-TZVPD) for C4H4N2O in the gas phase in a non-equilibrium geometry.

Calculated values
* relative energy (zero: lowest compared OMol25 entry of this formula, charge and spin): 175.1 kcal/mol
* HOMO energy: -9.48 eV
* frontier orbital gap: 9.59 eV
* total energy: -339.30269 Ha

Each atom is followed by the atoms it is bonded to, with distances in Å.
Cartesian coordinates (Å):
1 C -1.078 0.018 -0.495  C2 1.558, C4 1.452, H5 1.019, O11 1.428
2 C -0.355 -1.347 -0.293  C1 1.558, H6 1.246, N9 1.329
3 C 0.629 0.831 0.848  C4 1.394, H7 1.068, N10 1.236
4 C 0.072 0.903 -0.428  C1 1.452, C3 1.394, H8 1.082, O11 1.295
5 H -1.695 0.143 0.305  C1 1.019
6 H -0.258 -2.360 -1.012  C2 1.246
7 H 1.018 1.695 1.342  C3 1.068
8 H 0.983 0.607 -0.932  C4 1.082
9 N 0.562 -1.359 0.669  C2 1.329, N10 1.341
10 N 0.928 -0.260 1.346  C3 1.236, N9 1.341
11 O -0.807 1.129 -1.351  C1 1.428, C4 1.295

Mulliken population analysis, charges in e, atoms 1 to 5: -0.09 -0.13 -0.37 0.20 0.32

***

No. 2
Density functional theory data (wB97M-V/def2-TZVPD) for C4H4N2O in the gas phase.

Calculated values
* relative energy (zero: lowest compared OMol25 entry of this formula, charge and spin): 90.6 kcal/mol
* HOMO energy: -9.10 eV
* frontier orbital gap: 8.38 eV
* total energy: -339.43736 Ha

Each atom is followed by the atoms it is bonded to, with distances in Å.
Cartesian coordinates (Å):
1 O 2.244 -1.421 0.011  C2 1.213
2 C 1.217 -0.773 0.008  O1 1.213, C3 1.470, N7 1.425
3 C 1.148 0.695 -0.037  C2 1.470, C4 1.363, H8 1.086
4 C -0.042 1.360 -0.048  C3 1.363, N5 1.375, H9 1.088
5 N -1.257 0.717 -0.015  C4 1.375, C6 1.303
6 C -1.040 -0.567 0.031  N5 1.303, N7 1.287, H10 1.288, H11 1.288
7 N -0.061 -1.402 0.052  C2 1.425, C6 1.287
8 H 2.090 1.233 -0.061  C3 1.086
9 H -0.090 2.446 -0.079  C4 1.088
10 H -2.100 -1.124 0.505  C6 1.288
11 H -2.109 -1.164 -0.367  C6 1.288

Mulliken population analysis, charges in e, atoms 1 to 5: -0.59 0.47 -0.34 -0.10 -0.55

***

- Which value of relative energy (zero: lowest compared OMol25 entry of this formula, charge and spin) does entry 2 give?
  90.6 kcal/mol

***

Repeat the second record exactly.
Density functional theory data (wB97M-V/def2-TZVPD) for C4H4N2O in the gas phase.

Calculated values
* relative energy (zero: lowest compared OMol25 entry of this formula, charge and spin): 90.6 kcal/mol
* HOMO energy: -9.10 eV
* frontier orbital gap: 8.38 eV
* total energy: -339.43736 Ha

Each atom is followed by the atoms it is bonded to, with distances in Å.
Cartesian coordinates (Å):
1 O 2.244 -1.421 0.011  C2 1.213
2 C 1.217 -0.773 0.008  O1 1.213, C3 1.470, N7 1.425
3 C 1.148 0.695 -0.037  C2 1.470, C4 1.363, H8 1.086
4 C -0.042 1.360 -0.048  C3 1.363, N5 1.375, H9 1.088
5 N -1.257 0.717 -0.015  C4 1.375, C6 1.303
6 C -1.040 -0.567 0.031  N5 1.303, N7 1.287, H10 1.288, H11 1.288
7 N -0.061 -1.402 0.052  C2 1.425, C6 1.287
8 H 2.090 1.233 -0.061  C3 1.086
9 H -0.090 2.446 -0.079  C4 1.088
10 H -2.100 -1.124 0.505  C6 1.288
11 H -2.109 -1.164 -0.367  C6 1.288

Mulliken population analysis, charges in e, atoms 1 to 5: -0.59 0.47 -0.34 -0.10 -0.55